Here is a structure of composition C7H7O6SV from the Open Molecules 2025 dataset. Energies are from ωB97M-V/def2-TZVPD.

Summary:
LUMO (alpha / beta) ... -11.36 / -11.22 eV
2S+1 ... 3
<S²> ... 2.199
Charge ... +2
Orbital gap (alpha / beta) ... 6.74 / 6.72 eV

Each line ends with the natural charge from an NBO analysis.
Geometry (Å):
O -1.9977 -3.6889 -0.3397  -0.49
C -1.4746 -3.6369 -1.3688  0.50
V 0.8881 0.2599 -1.1672  0.57
O 2.5149 -1.8546 0.4772  -0.26
C 1.9034 -1.0507 -0.1752  0.35
C 1.7695 1.8886 -0.8955  0.51
O 2.5617 2.7367 -0.7330  -0.21
C -0.0887 1.9211 -3.5181  0.49
O -1.1145 2.2590 -3.8678  -0.36
C 1.1027 -0.7255 -2.8416  0.50
O 1.3721 -1.4276 -3.7372  -0.22
H 0.7708 -0.9852 0.0018  0.14
C -0.4568 -0.8385 2.3453  -0.80
S -0.0060 0.5993 1.2918  1.30
C -1.5881 1.4452 1.2210  -0.85
O 1.0223 1.3893 2.0225  -0.86
H -1.4609 -1.2306 2.1192  0.27
H -0.3578 -0.5397 3.4042  0.31
H 0.2591 -1.6389 2.1222  0.25
H -1.5284 2.2175 1.9716  0.31
H -1.5843 2.0362 0.3100  0.24
H -2.5069 0.8643 1.3572  0.29

Here is the ion C7H8 with charge -1 from the Open Molecules 2025 dataset. Energies are from ωB97M-V/def2-TZVPD.

Summary:
LUMO (alpha / beta) ... 4.27 / 4.14 eV
2S+1 ... 2
<S²> ... 0.752
Charge ... -1
Orbital gap (alpha / beta) ... 2.93 / 9.06 eV

Each line ends with the natural charge from an NBO analysis.
Geometry (Å):
C 2.2085 -0.0081 -0.0694  -0.89
C 0.7189 -0.0411 -0.0859  -0.12
C 0.0392 -0.8854 0.8088  -0.36
C -1.3435 -0.8984 0.8330  -0.26
C -2.0755 -0.0380 0.0146  -0.30
C -1.4286 0.9301 -0.7477  -0.27
C -0.0390 0.9069 -0.7834  -0.32
H 2.6864 0.8672 0.4231  0.16
H 2.5920 -0.8884 0.4452  0.20
H 2.6581 0.0367 -1.0629  0.20
H 0.5336 -1.6474 1.3907  0.19
H -1.8924 -1.5332 1.5221  0.19
H -3.1613 -0.0683 0.0364  0.18
H -1.9943 1.6042 -1.3752  0.19
H 0.4978 1.6632 -1.3494  0.19

Here is an isolated molecule of C7H8 from the Open Molecules 2025 dataset. Energies are from ωB97M-V/def2-TZVPD.

Summary:
LUMO ... 1.25 eV
Charge ... 0
Orbital gap ... 9.79 eV

Each line ends with the natural charge from an NBO analysis.
Geometry (Å):
C -1.8940 0.0166 -0.6316  -0.61
C -0.5515 0.0436 0.0048  -0.01
C 0.6720 0.6135 -0.7239  -0.25
C 1.5223 -0.5382 -0.2257  -0.22
C 1.4024 0.7476 0.5754  -0.22
C 0.1673 0.1945 1.3346  -0.23
C 0.2888 -1.0951 0.5353  -0.23
H -2.6239 -0.6419 -0.1596  0.22
H -2.3273 1.0152 -0.7467  0.21
H -1.6793 -0.3714 -1.6352  0.21
H 0.7259 1.2627 -1.5889  0.22
H 2.3824 -1.0235 -0.6816  0.23
H 2.1387 1.5072 0.7907  0.22
H -0.1942 0.3683 2.3437  0.23
H -0.0296 -2.0990 0.8088  0.22

Here is an isolated molecule of C7H8 from the Open Molecules 2025 dataset. Energies are from ωB97M-V/def2-TZVPD.

Summary:
LUMO ... 0.96 eV
Charge ... 0
Orbital gap ... 10.82 eV

Each line ends with the natural charge from an NBO analysis.
Geometry (Å):
C -0.7425 1.0859 -2.2157  -0.22
C -0.3352 0.6271 -1.1822  0.00
C 0.1039 0.0123 0.0906  -0.21
C 1.4664 -0.6782 -0.1014  -0.57
C 0.1743 1.0819 1.1959  -0.57
C -0.9369 -0.9841 0.4029  0.00
C -1.8601 -1.7479 0.5119  -0.21
H -1.1200 1.4794 -3.1343  0.24
H 1.3871 -1.4767 -0.8439  0.22
H 1.8023 -1.1129 0.8457  0.21
H 2.2086 0.0495 -0.4434  0.22
H 0.8697 1.8746 0.9035  0.22
H -0.8124 1.5219 1.3632  0.22
H 0.5200 0.6308 2.1316  0.21
H -2.7253 -2.3635 0.4756  0.24

What did we get for relative energy (zero: lowest compared OMol25 entry of this formula, charge and spin)? Answer: 38.8 0.0 111.9 89.0 kcal per mole, in the order shown.